[1]
C31H39BF4N8S3Si2Ta | wB97M-V/def2-TZVPD

Geometry (Å):
Ta (-0.5098, 0.3297, 0.8509)
C (3.5471, -3.4383, -4.0800)
C (3.4199, -2.0469, -3.5932)
N (4.1934, -1.0596, -3.8798)
N (3.6623, 0.0027, -3.2206)
C (2.5678, -0.2933, -2.5007)
S (1.6621, 0.8137, -1.6242)
N (2.4031, -1.6300, -2.7456)
N (1.3938, -2.4141, -2.2269)
H (4.3968, -3.4987, -4.7540)
H (2.6438, -3.7396, -4.6128)
H (3.7029, -4.1320, -3.2522)
H (4.0883, 0.9108, -3.2892)
H (1.7738, -3.3065, -1.9395)
H (0.6553, -2.5448, -2.9108)
S (2.7538, -3.1129, 1.2195)
C (3.5634, -1.6016, 1.1403)
C (2.6962, -0.5681, 0.9985)
C (1.3274, -0.9684, 0.9207)
C (1.2175, -2.3240, 1.0513)
C (-0.0317, -3.0414, 1.1502)
C (-0.1147, -4.3693, 1.5697)
C (-1.3559, -4.9588, 1.7084)
C (-2.4848, -4.2152, 1.3975)
C (-2.3171, -2.9033, 0.9999)
N (-1.1281, -2.3156, 0.8779)
H (4.6388, -1.5699, 1.2196)
H (3.0133, 0.4633, 0.9472)
H (0.7869, -4.9083, 1.8266)
H (-1.4472, -5.9712, 2.0779)
H (-3.4767, -4.6343, 1.4820)
H (-3.1774, -2.2860, 0.7851)
C (2.7496, 0.8287, 4.3433)
Si (0.9303, 0.4412, 3.9757)
C (-0.3109, 1.0706, 5.2481)
C (0.7780, -1.4375, 4.0016)
N (0.5037, 1.1942, 2.3900)
C (0.4685, 2.5823, 2.3703)
C (0.9847, 3.4079, 3.3756)
C (0.7856, 4.7704, 3.3467)
C (0.0224, 5.3294, 2.3273)
C (-0.4493, 4.5346, 1.3042)
C (-0.1787, 3.1625, 1.2610)
N (-0.5416, 2.3002, 0.2210)
Si (-1.1308, 3.1481, -1.2593)
C (-2.8356, 3.8824, -0.8835)
C (0.2131, 4.3508, -1.8252)
C (-1.4001, 2.0603, -2.7662)
H (3.3078, -0.0969, 4.4869)
H (2.8546, 1.4175, 5.2570)
H (3.2225, 1.3866, 3.5341)
H (0.0758, 0.9372, 6.2603)
H (-1.2396, 0.5026, 5.1737)
H (-0.5581, 2.1225, 5.1122)
H (0.7489, -1.7370, 5.0528)
H (1.6355, -1.9315, 3.5482)
H (-0.1340, -1.8111, 3.5359)
H (1.5287, 2.9766, 4.2030)
H (1.1939, 5.3903, 4.1326)
H (-0.1972, 6.3882, 2.3246)
H (-1.0606, 4.9871, 0.5385)
H (-2.8071, 4.9610, -0.7196)
H (-3.2804, 3.4307, 0.0053)
H (-3.5052, 3.7034, -1.7256)
H (0.6131, 4.9799, -1.0335)
H (-0.1785, 5.0028, -2.6088)
H (1.0467, 3.7854, -2.2464)
H (-2.2399, 1.3775, -2.6586)
H (-0.5175, 1.4974, -3.0500)
H (-1.6289, 2.7335, -3.5970)
S (-4.3697, -1.8266, -2.5731)
C (-3.4218, -1.0773, -1.3450)
N (-2.1780, -0.8438, -1.6051)
C (-1.8909, -1.2374, -2.9112)
C (-0.6850, -1.0693, -3.5903)
C (-0.5797, -1.4756, -4.9042)
C (-1.6632, -2.0571, -5.5700)
C (-2.8703, -2.2257, -4.9241)
C (-2.9731, -1.8127, -3.5997)
H (-3.9093, -0.8020, -0.4223)
H (0.1224, -0.5596, -3.0901)
H (0.3546, -1.3307, -5.4329)
H (-1.5688, -2.3483, -6.6072)
H (-3.7210, -2.6581, -5.4332)
F (-2.9658, 0.5661, 0.8974)
B (-2.9061, 0.6343, 2.3526)
F (-2.0368, -0.4866, 2.6502)
F (-4.1067, 0.5452, 2.9379)
F (-2.1647, 1.7673, 2.6201)

Cartesian forces, eV/Å:
Ta 1.26 0.11 1.26
C -0.01 -0.02 0.00
C -0.25 0.00 0.06
N 0.33 0.01 -0.23
N -0.18 -0.06 0.24
C 0.09 -0.16 -0.09
S -0.40 0.29 0.21
N 0.29 0.21 -0.18
N -0.12 -0.35 0.41
H 0.00 0.00 0.01
H 0.02 -0.02 -0.01
H 0.02 -0.01 -0.01
H -0.01 0.03 0.01
H 0.08 0.02 0.16
H 0.15 -0.12 -0.01
S -0.27 0.08 -0.08
C -0.02 0.02 0.02
C 0.21 0.11 0.05
C -1.01 0.63 -0.04
C 0.50 -0.07 -0.12
C -0.26 -0.29 -0.06
C -0.03 0.08 -0.01
C 0.01 0.08 -0.03
C 0.00 -0.01 0.00
C -0.18 0.13 0.02
N 0.35 0.73 0.04
H 0.00 0.04 -0.01
H 0.03 -0.01 0.00
H 0.01 0.00 -0.01
H 0.02 -0.03 -0.07
H -0.02 0.04 0.01
H 0.03 -0.06 0.11
C -0.34 0.09 -0.01
Si 0.33 -0.73 0.78
C 0.19 0.09 -0.33
C -0.05 0.29 -0.18
N -1.17 -1.08 -1.77
C -0.25 0.66 -0.22
C 0.04 -0.13 0.12
C -0.01 -0.03 0.01
C 0.05 -0.05 -0.06
C -0.13 0.03 -0.19
C 0.27 0.24 0.63
N 0.16 -1.95 0.21
Si -0.23 0.21 -1.00
C 0.35 0.10 0.09
C -0.20 -0.11 0.34
C -0.01 -0.08 0.35
H -0.04 -0.04 -0.03
H 0.00 0.02 0.00
H 0.00 -0.01 -0.01
H 0.08 -0.03 -0.02
H 0.02 -0.04 -0.05
H -0.02 0.00 0.05
H -0.03 0.11 0.05
H 0.02 0.03 0.00
H -0.03 -0.02 0.08
H 0.01 0.04 0.01
H -0.01 0.00 0.01
H -0.01 0.00 0.00
H 0.07 0.05 0.00
H -0.02 0.00 0.00
H 0.03 -0.03 0.01
H 0.03 -0.05 -0.03
H 0.02 0.05 -0.01
H -0.07 -0.03 -0.02
H -0.05 -0.08 -0.02
H -0.04 0.03 -0.02
H 0.03 0.00 -0.01
H -0.04 0.13 0.09
S 0.22 0.07 -0.03
C -0.32 -0.01 -0.14
N 0.19 0.37 0.25
C -0.25 -0.31 -0.27
C -0.18 0.36 -0.11
C 0.05 -0.02 0.07
C -0.15 -0.04 -0.02
C 0.01 -0.08 -0.10
C 0.04 0.11 0.25
H 0.10 0.03 -0.03
H -0.06 0.04 -0.02
H -0.01 0.06 -0.03
H 0.03 -0.03 0.01
H 0.01 0.01 -0.03
F 0.70 -0.19 -0.28
B -0.30 0.34 0.42
F 0.65 0.25 -0.48
F -0.01 -0.12 -0.10
F -0.33 0.12 0.14

Output
orbital gap	6.42	eV
HOMO	-10.353	eV
total charge	+1
total energy	-3897.78572	hartree



[2]
C31H39BaBrN2O8PS2 | wB97M-V/def2-TZVPD

Geometry (Å):
Ba (-0.2810, -1.9396, 0.2406)
O (3.5209, -0.6443, -2.0135)
C (4.1885, 0.1391, -1.1617)
C (5.5835, 0.1374, -1.1752)
C (6.2971, 0.9579, -0.3207)
C (5.6377, 1.8019, 0.5671)
C (4.2497, 1.8027, 0.5764)
C (3.5149, 0.9840, -0.2687)
C (1.9910, 1.0300, -0.2559)
O (1.4018, -0.1293, -0.6819)
N (1.6141, 2.2100, -1.0575)
N (0.3813, 2.6756, -1.1825)
C (-0.5842, 2.2013, -0.4880)
C (-1.8973, 2.8450, -0.5717)
Br (-3.3034, 1.5318, -0.5295)
C (-2.2534, 4.1233, -0.6688)
C (-1.4143, 5.3362, -0.5605)
C (-0.1740, 5.3848, 0.0778)
C (0.5183, 6.5785, 0.1910)
C (-0.0040, 7.7537, -0.3350)
C (-1.2388, 7.7222, -0.9650)
C (-1.9354, 6.5271, -1.0661)
H (2.5798, -0.6090, -1.6716)
H (6.0827, -0.5289, -1.8676)
H (7.3800, 0.9380, -0.3443)
H (6.1947, 2.4435, 1.2373)
H (3.7110, 2.4551, 1.2579)
H (1.6725, 1.2857, 0.7728)
H (2.2303, 2.4974, -1.8001)
H (-0.5654, 1.2976, 0.1130)
H (-3.3075, 4.3212, -0.8259)
H (0.2532, 4.4837, 0.4898)
H (1.4782, 6.5892, 0.6920)
H (0.5448, 8.6829, -0.2506)
H (-1.6647, 8.6291, -1.3755)
H (-2.9052, 6.5099, -1.5502)
O (-1.7592, -3.9888, 1.2957)
S (-2.6438, -3.6818, 0.1791)
O (-3.7992, -4.5117, 0.0136)
O (-2.9450, -2.2323, 0.1276)
C (-1.6398, -3.9154, -1.4119)
C (-2.4466, -3.6836, -2.5145)
C (-1.9108, -3.4640, -3.7794)
C (-0.5428, -3.4198, -3.9496)
C (0.2964, -3.6876, -2.8708)
C (-0.2221, -3.9928, -1.6202)
S (1.0720, -4.7984, -0.4790)
O (2.1931, -5.0004, -1.3540)
O (0.3844, -5.9586, 0.0049)
O (1.3698, -3.7946, 0.5684)
H (-3.5195, -3.6357, -2.3779)
H (-2.5762, -3.2907, -4.6154)
H (-0.1160, -3.1994, -4.9197)
H (1.3691, -3.7270, -3.0007)
C (-1.0186, -2.1264, 4.5706)
C (-0.8831, -0.6017, 4.5936)
C (-2.2108, 0.0478, 4.1885)
P (0.4309, -0.0493, 3.4097)
C (1.9173, -1.0590, 3.8609)
C (3.0337, -0.7887, 2.8478)
C (2.4220, -0.9320, 5.2947)
C (0.8694, 1.6841, 3.9481)
C (0.1990, 2.7223, 3.0452)
C (0.6053, 2.0184, 5.4159)
H (-1.8897, -2.4293, 5.1552)
H (-0.1462, -2.6265, 4.9903)
H (-1.1738, -2.5061, 3.5551)
H (-0.6322, -0.2771, 5.6067)
H (-2.4816, -0.2257, 3.1659)
H (-2.1668, 1.1371, 4.2434)
H (-3.0133, -0.2897, 4.8481)
H (1.5819, -2.0891, 3.7004)
H (3.4053, 0.2366, 2.9175)
H (2.7004, -0.9509, 1.8209)
H (3.8795, -1.4540, 3.0313)
H (2.8589, 0.0544, 5.4663)
H (3.2032, -1.6719, 5.4844)
H (1.6270, -1.0856, 6.0272)
H (1.9496, 1.7394, 3.7696)
H (-0.8894, 2.6886, 3.1351)
H (0.4456, 2.5563, 1.9978)
H (0.5212, 3.7306, 3.3195)
H (-0.4669, 2.0593, 5.6203)
H (1.0153, 3.0041, 5.6507)
H (1.0509, 1.2962, 6.0978)

Cartesian forces, eV/Å:
Ba 1.24 2.51 0.82
O -0.04 -0.13 -0.07
C 0.22 0.27 0.15
C 0.06 -0.07 -0.04
C 0.00 0.03 0.02
C -0.07 -0.03 -0.03
C 0.08 -0.01 0.04
C -0.14 0.09 0.01
C -0.06 -0.13 -0.05
O -0.24 -0.24 0.21
N 0.00 0.00 -0.01
N 0.12 -0.02 -0.02
C -0.44 0.02 -0.03
C 0.06 -0.27 -0.05
Br 0.06 0.01 -0.01
C 0.06 0.24 0.03
C -0.09 -0.10 -0.04
C 0.04 0.02 0.07
C -0.01 -0.02 0.00
C -0.04 -0.02 -0.02
C 0.03 0.01 0.01
C -0.03 0.02 -0.03
H -0.30 -0.11 -0.07
H 0.02 0.01 0.01
H 0.00 -0.01 0.00
H 0.00 0.00 0.00
H -0.01 0.01 0.00
H 0.01 -0.02 0.02
H -0.02 0.02 -0.01
H 0.42 0.01 0.11
H 0.00 0.04 0.02
H 0.01 0.01 0.02
H 0.00 0.00 0.00
H 0.00 0.00 0.00
H 0.00 0.00 0.00
H 0.00 0.01 0.00
O 0.17 0.19 -0.11
S -0.48 -0.93 -0.76
O -0.11 -0.17 0.03
O 0.46 -0.32 -0.11
C 0.18 0.19 0.23
C -0.03 0.13 -0.14
C -0.08 -0.02 0.06
C 0.15 0.07 0.04
C -0.29 -0.14 -0.20
C -0.19 -0.89 0.38
S -0.76 0.30 -0.21
O 0.20 -0.11 -0.16
O 0.02 -0.23 0.09
O -0.10 -0.03 -0.02
H 0.02 0.00 0.07
H 0.01 0.00 -0.01
H 0.00 0.01 0.00
H -0.01 -0.04 0.00
C 0.01 0.07 -0.03
C -0.05 -0.01 -0.01
C 0.07 0.03 0.04
P -0.18 -0.16 -0.32
C 0.05 0.03 0.00
C -0.03 -0.03 0.05
C 0.00 0.01 -0.02
C 0.00 0.00 0.01
C 0.01 0.00 0.02
C 0.00 -0.01 0.00
H -0.01 0.00 0.00
H 0.01 -0.01 -0.01
H 0.00 -0.01 0.03
H 0.02 -0.06 0.03
H -0.01 0.00 0.00
H -0.02 0.00 -0.02
H -0.01 0.00 0.00
H -0.01 0.00 -0.01
H -0.01 0.00 -0.01
H 0.02 0.01 -0.01
H 0.00 -0.01 -0.01
H 0.00 0.00 0.01
H 0.00 0.00 0.01
H 0.01 -0.01 0.01
H 0.00 -0.01 0.00
H 0.00 -0.01 -0.01
H -0.01 0.03 -0.01
H 0.00 0.00 0.00
H 0.00 -0.01 0.00
H 0.01 0.00 0.00
H 0.00 0.01 0.02

Output
relative energy (zero: lowest compared OMol25 entry of this formula, charge and spin)	0.0000	eV
orbital gap	8.02	eV
HOMO	-5.833	eV
total charge	-1
total energy	-5653.50608	hartree



F_max across the listed records, respectively: 2.38, 2.92 eV/A.